Entry 1:
58
Properties=species:S:1:pos:R:3 method="wB97M-V/def2-TZVPD" orbital_gap_ev="7.38 / 6.33" spin_multiplicity=5 lumo_energy_ev="-1.06 / -2.52" largest_force_ev_per_a=3.644 energy_ev=-84279.88529 charge=0
Os -0.317 0.401 -0.502
C 0.248 -0.777 2.447
Si 1.563 -0.253 1.202
C 2.937 -1.444 0.833
C 2.380 1.346 1.711
C 2.938 1.490 3.002
C 3.731 2.584 3.309
C 3.957 3.550 2.264
C 3.386 3.341 0.971
C 2.559 2.279 0.741
Si 1.817 1.760 -0.944
C 1.118 3.436 -1.648
C 3.270 1.248 -1.990
H -0.155 -1.712 2.132
H -0.411 0.051 2.725
H 0.926 -0.972 3.287
H 2.501 -2.428 0.525
H 3.600 -1.552 1.734
H 3.589 -1.188 -0.009
H 2.674 0.813 3.828
H 4.099 2.838 4.254
H 4.634 4.506 2.461
H 3.419 4.165 0.267
H 2.064 4.039 -1.766
H 0.392 3.968 -1.059
H 0.656 3.171 -2.598
H 3.942 2.074 -2.317
H 2.962 0.789 -2.958
H 3.889 0.502 -1.474
F -6.114 -2.387 0.857
C -5.204 -1.440 0.802
C -5.195 -0.642 -0.313
F -6.093 -0.825 -1.308
C -4.269 0.466 -0.352
F -4.197 1.265 -1.463
C -3.464 0.747 0.711
S -2.039 1.761 0.404
C -3.544 -0.117 1.820
F -2.746 0.065 2.871
C -4.446 -1.152 1.922
F -4.575 -1.860 3.019
N -0.923 -0.077 -4.047
C -0.930 -0.925 -3.048
C -0.026 -2.000 -2.956
C -0.008 -2.771 -1.813
C -0.951 -2.643 -0.764
C -1.943 -1.737 -0.939
C -1.854 -0.753 -1.970
S -1.000 -3.852 0.526
O 0.170 -3.596 1.268
O -1.004 -5.074 -0.263
O -2.246 -3.576 1.212
H -0.237 -0.042 -4.766
H -1.447 0.796 -3.985
H 0.654 -2.179 -3.780
H 0.721 -3.590 -1.721
H -2.829 -1.860 -0.343
H -2.628 -0.026 -2.007

Entry 2:
55
Properties=species:S:1:pos:R:3 method="wB97M-V/def2-TZVPD" orbital_gap_ev="7.28 / 7.31" spin_multiplicity=2 lumo_energy_ev="-3.17 / -3.23" largest_force_ev_per_a=0.464 energy_ev=-217462.17764 charge=+1 de_lowest_kcal_mol=6.3
Mn -1.160 -0.593 0.313
C 1.158 -6.621 2.433
O 2.191 -5.980 1.692
C 1.965 -4.741 1.234
C 3.034 -4.169 0.501
C 2.897 -2.914 0.007
C 1.709 -2.141 0.176
C 1.618 -0.827 -0.369
C 2.785 -0.101 -0.969
O 0.547 -0.151 -0.397
C 0.635 -2.737 0.917
O -0.493 -2.144 1.176
C 0.801 -4.038 1.435
H 1.539 -7.605 2.684
H 0.253 -6.719 1.831
H 0.936 -6.068 3.348
H 3.935 -4.746 0.353
H 3.724 -2.502 -0.550
H 3.671 -0.703 -1.125
H 3.031 0.730 -0.304
H 2.471 0.346 -1.912
H -0.028 -4.439 1.998
Se -3.857 -1.345 0.630
Se -4.448 0.675 -0.371
C -3.139 1.817 0.446
C -3.496 3.133 0.675
C -2.596 3.955 1.335
C -1.392 3.427 1.765
C -1.112 2.107 1.476
N -1.964 1.309 0.816
C -3.105 -2.140 -0.950
C -3.663 -3.200 -1.627
C -2.960 -3.712 -2.716
C -1.753 -3.137 -3.072
C -1.267 -2.075 -2.324
N -1.933 -1.592 -1.278
H -4.469 3.492 0.369
H -2.844 4.990 1.528
H -0.666 4.028 2.292
H -0.165 1.668 1.761
H -4.616 -3.606 -1.317
H -3.360 -4.548 -3.275
H -1.181 -3.506 -3.911
H -0.325 -1.597 -2.555
S 1.086 3.143 -0.765
C 1.192 4.781 -0.591
N 2.278 5.474 -0.223
C 2.112 6.887 0.086
C 0.927 7.342 -0.757
S -0.148 5.877 -0.863
H 3.112 4.967 0.025
H 3.016 7.438 -0.168
H 1.905 7.022 1.151
H 1.229 7.621 -1.764
H 0.386 8.165 -0.299

Entry 3:
48
Properties=species:S:1:pos:R:3 method="wB97M-V/def2-TZVPD" orbital_gap_ev=8.60 smiles="CCOC(=O)[C@@H](c1ccccc1)[C@H](Nc1ccccc1)c1ccccn1" lumo_energy_ev=0.76 largest_force_ev_per_a=0.631 energy_ev=-30247.00484 charge=0 de_lowest_kcal_mol=15.6
C 1.103 3.979 -0.934
C 1.817 3.447 0.300
H 2.873 3.263 0.079
H 1.724 4.139 1.140
O 1.221 2.230 0.753
C 1.672 1.096 0.222
O 2.574 1.031 -0.572
C 0.975 -0.139 0.774
C -0.151 0.103 1.734
C -0.219 -0.648 2.903
C -1.289 -0.518 3.770
C -2.315 0.364 3.478
C -2.257 1.120 2.319
C -1.186 0.989 1.451
H -1.148 1.599 0.562
H -3.051 1.814 2.087
H -3.153 0.466 4.151
H -1.323 -1.109 4.673
H 0.576 -1.344 3.135
H 1.765 -0.713 1.273
C 0.502 -1.043 -0.426
N -0.619 -0.510 -1.141
C -0.528 0.499 -2.085
C 0.585 0.677 -2.907
C 0.588 1.665 -3.873
C -0.509 2.491 -4.051
C -1.625 2.312 -3.251
C -1.635 1.331 -2.280
H -2.513 1.194 -1.662
H -2.492 2.944 -3.379
H -0.496 3.263 -4.806
H 1.463 1.789 -4.495
H 1.456 0.052 -2.792
H -1.457 -0.441 -0.579
C 0.209 -2.415 0.133
N 1.245 -3.243 0.146
C 1.098 -4.449 0.661
C -0.094 -4.905 1.202
C -1.178 -4.042 1.198
C -1.029 -2.776 0.657
H -1.862 -2.091 0.654
H -2.127 -4.348 1.614
H -0.171 -5.899 1.614
H 1.980 -5.075 0.637
H 1.358 -1.138 -1.099
H 1.199 3.273 -1.756
H 1.544 4.927 -1.230
H 0.047 4.129 -0.726

Entry 4:
52
Properties=species:S:1:pos:R:3 method="wB97M-V/def2-TZVPD" orbital_gap_ev=7.73 lumo_energy_ev=-1.09 largest_force_ev_per_a=19.173 energy_ev=-47202.19354 charge=0 de_lowest_kcal_mol=528.8
C -3.435 -1.504 1.845
H -2.957 -2.336 1.137
O -3.915 -0.404 0.954
C -5.153 -0.804 0.253
C -5.770 -2.206 0.045
C -7.003 -2.300 -0.497
C -7.613 -1.280 -1.054
C -6.959 0.121 -1.268
C -5.843 0.336 -0.496
C -5.119 1.628 -0.324
N -3.826 1.846 -0.694
C -2.878 2.099 0.038
O -2.961 2.390 1.082
C -1.394 1.747 -0.302
C -0.361 1.919 0.291
C 0.965 1.575 0.270
C 1.497 0.937 -1.035
C 2.742 0.681 -1.199
C 3.783 0.984 -0.306
C 3.269 1.461 1.091
C 1.934 1.775 1.072
H 1.546 2.285 2.265
H 4.035 1.641 1.803
S 5.291 0.355 -0.257
O 6.272 1.472 -0.213
O 5.615 -0.217 -1.758
N 5.409 -1.111 0.722
H 6.379 -0.848 1.041
C 4.745 -2.221 0.391
C 3.369 -2.129 0.380
C 2.478 -1.666 1.265
C 1.140 -1.830 0.620
C 1.380 -2.096 -0.540
O 2.630 -2.436 -0.855
H 0.624 -2.350 -1.362
H 0.286 -1.402 1.280
H 2.751 -1.546 2.157
H 5.165 -2.958 1.217
H 5.118 -2.372 -0.731
H 3.013 0.455 -2.120
H 0.837 0.912 -1.736
H -0.685 2.503 1.602
H -1.437 1.111 -1.261
H -3.593 0.963 -1.505
H -5.266 2.097 0.647
H -5.555 2.317 -0.953
H -7.301 0.826 -1.624
H -8.290 -1.443 -1.763
H -7.366 -3.103 -0.703
H -5.494 -2.805 0.765
H -4.158 -1.850 2.457
H -2.626 -0.982 2.218